No. 1
The following is a quantum chemistry calculation of a cluster of 2 separate species, C2H5NO3S in total in a non-equilibrium geometry, from OMol25.

Element x y z (Å)
S: 2.06 0.02 -1.15
O: 0.96 -1.15 0.83
O: 1.75 0.71 1.50
O: -1.68 -0.13 1.08
N: -1.48 0.13 -1.00
C: 1.60 0.01 0.63
C: -0.93 0.46 0.17
H: -2.40 -0.29 -0.68
H: 2.30 1.39 -1.42
H: -1.19 0.50 -1.88
H: 0.70 -1.53 -0.06
H: -1.68 -0.12 1.99

Results
Energy above the lowest of the compared OMol25 structures with the same formula, charge and spin (kJ/mol): 320.6
Strongest force on any atom (eV Å⁻¹): 6.7
HOMO energy (eV): -8.532


No. 2
The following is a quantum chemistry calculation of a cluster of 2 separate species, C2H5NO4 in total in a non-equilibrium geometry, from OMol25.

Element x y z (Å)
O: -1.64 -0.86 -1.10
O: 2.30 1.90 -1.86
O: -2.10 0.15 1.66
O: -0.60 -0.60 3.04
N: -0.22 -0.79 0.74
C: -0.59 -1.17 -0.51
C: -0.96 -0.43 1.93
H: -2.31 0.03 0.73
H: 0.27 -1.48 -1.02
H: 0.73 -1.14 1.08
H: 1.97 2.54 -2.53
H: 3.17 1.84 -2.16

Results
Energy above the lowest of the compared OMol25 structures with the same formula, charge and spin (kJ/mol): 139.3
Strongest force on any atom (eV Å⁻¹): 4.0
SMILES: O=CNC(=O)O.O
HOMO energy (eV): -11.022


No. 3
The following is a quantum chemistry calculation of a cluster of 2 separate species, C2H5NO4 in total in a non-equilibrium geometry, from OMol25.

Element x y z (Å)
O: -2.56 -0.92 0.70
O: 2.61 0.50 -2.16
O: -0.10 1.11 -0.40
O: 1.32 -0.58 0.03
N: -0.52 -0.29 1.26
C: 0.32 0.08 0.20
C: -1.82 0.05 0.97
H: 3.23 -0.09 -2.60
H: -2.20 0.73 1.78
H: 2.22 0.03 -1.40
H: -0.36 -1.25 1.61
H: -1.55 0.77 0.03

Results
Energy above the lowest of the compared OMol25 structures with the same formula, charge and spin (kJ/mol): 586.5
Strongest force on any atom (eV Å⁻¹): 5.0
HOMO energy (eV): -10.477


It is found that the HOMO-LUMO gap values, taken in the order of the records, are 9.04; 11.51; 6.19 eV.